The following is a quantum chemistry calculation of a cluster of 3 separate species, H4IO2 in total, from OMol25.

Each line ends with the Löwdin charge.
Element x y z (Å)
I (-25.865, -12.543, 17.676)  -0.427
O (-27.159, -15.603, 16.293)  -0.157
O (-22.788, -12.316, 15.802)  -0.154
H (-23.736, -12.413, 16.022)  -0.135
H (-26.863, -16.173, 17.008)  0.008
H (-22.401, -13.093, 16.216)  0.009
H (-27.099, -14.712, 16.693)  -0.144

Properties
Energy above the lowest of the compared OMol25 structures with the same formula, charge and spin: 6.1 kJ/mol
E_tot: -450.67932 a.u.
Net charge: -1
HOMO energy: -0.1471 Eh